# 1
{
  "formula": "C19H42NO4",
  "method": "ωB97M-V with the def2-TZVPD basis set",
  "spin_multiplicity": 1,
  "charge": 1,
  "gap_ev": 7.9,
  "symbols": ["C", "C", "C", "C", "N", "C", "C", "C", "H", "H", "H", "H", "H", "H", "H", "H", "H", "H", "C", "C", "C", "O", "H", "H", "H", "H", "H", "H", "H", "H", "C", "C", "C", "O", "H", "H", "H", "H", "H", "H", "H", "H", "C", "C", "C", "O", "H", "H", "H", "H", "H", "H", "H", "H", "C", "C", "C", "O", "H", "H", "H", "H", "H", "H", "H", "H"],
  "positions_angstrom": [[-0.381, -0.781, 6.609], [-0.373, -1.453, 5.463], [-0.422, -2.108, 3.970], [-0.542, -0.875, 2.934], [-1.552, -0.042, 3.224], [-1.514, 1.071, 2.220], [0.028, 1.164, 1.735], [0.343, -0.451, 1.652], [-0.458, 0.125, 7.333], [0.514, -2.756, 3.771], [-1.369, -2.787, 3.905], [-2.255, -0.109, 3.986], [-1.655, 2.007, 2.908], [-2.352, 1.182, 1.441], [0.150, 1.789, 0.779], [0.724, 1.521, 2.603], [-0.132, -0.749, 0.629], [1.467, -0.716, 1.647], [-1.121, 0.506, -2.740], [-2.501, 0.923, -2.259], [-2.479, 2.320, -1.660], [-2.962, -0.005, -1.279], [-0.406, 0.485, -1.909], [-1.149, -0.505, -3.157], [-0.745, 1.190, -3.506], [-3.206, 0.893, -3.095], [-1.813, 2.363, -0.791], [-3.476, 2.603, -1.308], [-2.145, 3.059, -2.393], [-2.343, 0.015, -0.534], [-5.882, -1.631, 0.831], [-4.983, -2.273, 1.874], [-4.408, -1.233, 2.822], [-3.918, -2.961, 1.223], [-5.320, -0.917, 0.220], [-6.279, -2.388, 0.149], [-6.720, -1.108, 1.299], [-5.551, -3.015, 2.443], [-3.797, -0.505, 2.279], [-3.753, -1.708, 3.561], [-5.202, -0.698, 3.350], [-3.409, -2.311, 0.715], [5.264, 0.141, 0.295], [5.063, -0.771, 1.495], [6.146, -1.836, 1.569], [3.784, -1.401, 1.402], [5.218, -0.427, -0.640], [4.472, 0.894, 0.248], [6.230, 0.651, 0.346], [5.068, -0.177, 2.414], [6.130, -2.473, 0.678], [5.981, -2.492, 2.429], [7.137, -1.385, 1.657], [3.770, -1.930, 0.591], [2.328, 2.916, -6.195], [2.131, 1.999, -4.997], [3.218, 0.939, -4.927], [0.856, 1.366, -5.089], [2.282, 2.350, -7.131], [1.533, 3.666, -6.239], [3.291, 3.429, -6.144], [2.135, 2.591, -4.077], [3.203, 0.304, -5.819], [3.058, 0.280, -4.068], [4.208, 1.393, -4.839], [0.842, 0.839, -5.902]],
  "lowdin_charge": [0.0865, -0.0947, -0.0762, -0.0886, 0.0917, -0.1471, -0.1170, -0.0425, 0.0764, 0.1337, 0.1379, 0.1696, 0.1492, 0.1272, 0.1242, 0.1395, 0.1379, 0.1170, -0.0543, -0.4791, -0.0547, -0.0724, 0.0696, 0.0898, 0.0628, 0.1480, 0.0561, 0.0850, 0.0894, 0.0461, -0.0489, -0.4816, -0.0647, -0.0505, 0.0738, 0.0902, 0.0863, 0.1462, 0.0506, 0.0660, 0.0942, 0.0757, -0.0633, -0.4979, -0.0591, -0.0848, 0.0829, 0.0750, 0.0863, 0.1396, 0.0850, 0.0826, 0.0864, 0.0936, -0.0619, -0.4976, -0.0647, -0.0777, 0.0844, 0.0819, 0.0833, 0.1380, 0.0842, 0.0743, 0.0822, 0.0986]
}

***

# 2
{
  "formula": "C19H43BCl2N3O5S2",
  "method": "ωB97M-V with the def2-TZVPD basis set",
  "spin_multiplicity": 1,
  "charge": -1,
  "gap_ev": 7.1,
  "symbols": ["C", "C", "O", "C", "B", "S", "N", "C", "S", "C", "Cl", "C", "C", "Cl", "H", "H", "H", "H", "H", "H", "H", "H", "H", "H", "H", "H", "H", "C", "O", "C", "C", "N", "C", "C", "O", "C", "H", "H", "H", "H", "H", "H", "H", "H", "H", "H", "H", "H", "H", "H", "H", "C", "O", "C", "C", "N", "C", "C", "O", "C", "H", "H", "H", "H", "H", "H", "H", "H", "H", "H", "H", "H", "H", "H", "H"],
  "positions_angstrom": [[0.331, -1.320, -5.185], [1.902, -1.441, -5.608], [2.227, -0.122, -6.189], [2.167, -2.642, -6.632], [2.638, -4.058, -5.952], [4.203, -3.857, -4.851], [3.012, -5.001, -7.149], [3.905, -5.849, -6.828], [4.855, -7.121, -6.318], [1.482, -4.853, -5.099], [1.193, -4.128, -3.398], [0.102, -5.100, -5.905], [-1.173, -5.268, -4.924], [0.273, -6.753, -6.761], [-0.182, -2.284, -5.568], [0.207, -1.363, -4.039], [-0.159, -0.407, -5.658], [2.563, -1.506, -4.663], [2.593, -0.236, -7.089], [3.046, -2.302, -7.309], [1.265, -2.734, -7.346], [5.218, -3.584, -5.779], [1.902, -5.909, -4.885], [-0.093, -4.350, -6.737], [-2.032, -5.645, -5.598], [-1.460, -4.289, -4.411], [-0.960, -6.086, -4.157], [-1.722, -0.529, -1.288], [-0.504, 0.124, -1.607], [-0.647, 1.112, -2.631], [-0.422, 2.510, -2.056], [-1.525, 2.904, -1.177], [-1.254, 4.118, -0.404], [-0.115, 4.059, 0.626], [-0.374, 3.191, 1.725], [-0.032, 1.831, 1.498], [-1.497, -1.347, -0.602], [-2.414, 0.157, -0.789], [-2.191, -0.945, -2.185], [-1.614, 1.040, -3.140], [0.131, 0.911, -3.371], [-0.343, 3.228, -2.878], [0.530, 2.498, -1.514], [-1.716, 2.149, -0.528], [-2.179, 4.356, 0.134], [-1.072, 4.947, -1.095], [-0.021, 5.061, 1.057], [0.856, 3.837, 0.170], [0.822, 1.721, 0.825], [-0.894, 1.285, 1.112], [0.230, 1.384, 2.460], [-0.482, 3.826, 4.904], [0.319, 3.525, 6.038], [-0.177, 4.102, 7.247], [-0.675, 3.012, 8.194], [-1.904, 2.396, 7.691], [-2.294, 1.185, 8.416], [-1.350, -0.024, 8.328], [-1.270, -0.601, 7.030], [-0.319, 0.007, 6.169], [0.036, 3.461, 4.017], [-1.451, 3.323, 4.966], [-0.628, 4.906, 4.802], [-0.954, 4.851, 7.056], [0.666, 4.615, 7.719], [-0.868, 3.449, 9.178], [0.125, 2.270, 8.297], [-1.778, 2.157, 6.714], [-3.265, 0.881, 8.011], [-2.459, 1.437, 9.469], [-1.768, -0.805, 8.972], [-0.352, 0.189, 8.726], [0.543, 0.404, 6.711], [-0.793, 0.795, 5.579], [0.036, -0.752, 5.467]],
  "lowdin_charge": [-0.0720, -0.3819, -0.1326, -0.1478, -1.1665, 0.6356, 0.0857, -0.7783, 0.5193, -0.5885, 0.5373, -0.6509, -0.1949, 0.5169, 0.0584, 0.0536, 0.0772, 0.1153, 0.0689, 0.1065, 0.1045, -0.1173, 0.0870, 0.0892, 0.0683, 0.0574, 0.0738, -0.1149, -0.1991, -0.2112, -0.2026, -0.0556, -0.2011, -0.2158, -0.2105, -0.0870, 0.0899, 0.0734, 0.0875, 0.1252, 0.1077, 0.1223, 0.1036, 0.0657, 0.1151, 0.1151, 0.1179, 0.1109, 0.0946, 0.0733, 0.0819, -0.1037, -0.1964, -0.2136, -0.2121, -0.0550, -0.2000, -0.2246, -0.1799, -0.0974, 0.0698, 0.0826, 0.0903, 0.1202, 0.1169, 0.1194, 0.1014, 0.0674, 0.1169, 0.1142, 0.1177, 0.1077, 0.0895, 0.0690, 0.0892]
}

***

# 3
{
  "formula": "C19H43Cl2F3O3P2PrS",
  "method": "ωB97M-V with the def2-TZVPD basis set",
  "s_squared": 2.010,
  "spin_multiplicity": 3,
  "charge": -1,
  "gap_ev": [6.3, 6.3],
  "symbols": ["Pr", "Cl", "P", "C", "C", "C", "C", "H", "C", "H", "H", "H", "H", "H", "H", "H", "C", "C", "H", "H", "H", "H", "H", "H", "C", "H", "C", "H", "H", "H", "H", "H", "H", "Cl", "H", "P", "C", "C", "C", "C", "H", "C", "H", "H", "H", "H", "H", "H", "H", "C", "C", "H", "H", "H", "H", "H", "H", "C", "H", "C", "H", "H", "H", "H", "H", "H", "F", "C", "F", "F", "S", "O", "O", "O"],
  "positions_angstrom": [[-0.270, 0.561, -1.227], [1.055, -1.760, -1.168], [2.121, 2.261, -1.543], [2.784, 1.587, -3.132], [1.401, 3.940, -1.944], [3.615, 2.393, -0.465], [1.749, 0.666, -3.799], [3.644, 0.973, -2.810], [3.273, 2.688, -4.077], [2.451, 3.366, -4.354], [3.648, 2.216, -4.999], [4.090, 3.277, -3.647], [1.517, -0.224, -3.190], [2.168, 0.286, -4.734], [0.816, 1.178, -4.071], [4.038, 1.375, -0.493], [3.214, 2.708, 0.983], [4.634, 3.394, -1.002], [5.153, 3.036, -1.895], [5.402, 3.562, -0.228], [4.166, 4.372, -1.224], [2.338, 2.141, 1.325], [3.005, 3.778, 1.106], [4.051, 2.453, 1.646], [0.101, 3.850, -2.768], [2.188, 4.413, -2.559], [1.172, 4.785, -0.688], [0.174, 3.226, -3.671], [-0.162, 4.865, -3.101], [-0.760, 3.489, -2.173], [0.511, 4.273, 0.025], [0.682, 5.723, -0.980], [2.108, 5.046, -0.184], [-1.526, 1.904, 0.641], [0.995, 0.434, 0.586], [-1.204, -2.884, 2.277], [0.149, -3.663, 3.256], [-2.587, -2.211, 3.302], [-1.722, -4.049, 0.945], [1.233, -2.576, 3.433], [0.534, -4.443, 2.585], [-0.236, -4.286, 4.600], [-0.740, -3.566, 5.260], [0.679, -4.615, 5.104], [-0.871, -5.174, 4.482], [1.415, -2.027, 2.499], [2.167, -3.048, 3.746], [0.925, -1.851, 4.201], [-0.745, -4.462, 0.622], [-2.297, -3.261, -0.257], [-2.627, -5.193, 1.441], [-2.046, -5.935, 2.005], [-3.052, -5.697, 0.571], [-3.458, -4.821, 2.061], [-2.918, -2.408, 0.069], [-2.907, -3.936, -0.870], [-1.487, -2.875, -0.882], [-2.040, -1.075, 4.190], [-2.926, -3.060, 3.937], [-3.771, -1.702, 2.448], [-1.260, -1.406, 4.882], [-2.853, -0.665, 4.801], [-1.641, -0.268, 3.559], [-3.435, -0.921, 1.749], [-4.519, -1.264, 3.124], [-4.266, -2.509, 1.905], [-5.076, 1.350, -2.833], [-3.985, 0.915, -2.186], [-3.289, 1.993, -1.729], [-4.364, 0.164, -1.124], [-2.797, -0.051, -3.247], [-3.617, -0.919, -4.048], [-1.913, 0.938, -3.883], [-1.997, -0.773, -2.181]],
  "mulliken_spin": [2.0639, -0.0067, 0.0020, -0.0051, -0.0024, 0.0016, 0.0106, 0.0007, 0.0002, 0.0001, 0.0000, 0.0000, -0.0030, 0.0000, -0.0018, -0.0003, -0.0003, -0.0004, 0.0000, 0.0001, 0.0000, -0.0009, -0.0004, 0.0006, 0.0022, -0.0001, 0.0005, -0.0005, 0.0003, -0.0010, 0.0000, 0.0000, 0.0000, -0.0055, -0.0523, -0.0005, 0.0009, 0.0003, -0.0005, -0.0002, 0.0001, -0.0001, 0.0000, 0.0000, 0.0000, -0.0007, -0.0001, 0.0002, -0.0001, 0.0006, 0.0000, 0.0000, 0.0000, 0.0000, -0.0005, 0.0001, 0.0001, 0.0000, 0.0000, -0.0005, 0.0000, 0.0000, -0.0004, 0.0002, 0.0000, 0.0000, 0.0000, -0.0003, 0.0001, -0.0001, 0.0004, 0.0001, 0.0011, -0.0024]
}